No. 1
50
Properties=species:S:1:pos:R:3:lowdin_charge:R:1 method="wB97M-V/def2-TZVPD" fmax_ha_per_bohr=0.015 smiles=CCCOc1ccc(OCCCC[NH2+][C@H](C)CC)cc1 total_charge=+1 e_above_lowest_kj_mol=36.1 orbital_gap_ev=8.77
C 6.33 0.67 1.35 -0.096
C 5.91 0.50 -0.11 -0.225
C 5.34 -0.90 -0.37 -0.191
O 4.15 -1.14 0.38 -0.035
C 2.98 -0.61 -0.01 -0.262
C 2.75 0.13 -1.17 0.007
C 1.49 0.60 -1.47 0.004
C 0.43 0.35 -0.61 -0.283
O -0.87 0.79 -0.94 -0.155
C -1.07 2.20 -0.85 -0.158
C -1.68 2.59 0.49 -0.148
C -3.21 2.44 0.56 -0.159
C -3.77 1.17 -0.07 -0.132
N -3.04 -0.04 0.37 0.065
C -3.70 -1.34 0.05 -0.337
C -4.72 -1.66 1.14 -0.029
C -2.65 -2.44 -0.08 -0.197
C -1.90 -2.39 -1.41 -0.069
C 0.64 -0.39 0.55 -0.015
C 1.90 -0.86 0.84 0.021
H 7.12 -0.04 1.60 0.078
H 6.70 1.67 1.52 0.074
H 5.49 0.49 2.01 0.073
H 5.17 1.26 -0.36 0.101
H 6.78 0.63 -0.77 0.116
H 5.16 -1.06 -1.43 0.122
H 6.03 -1.66 -0.01 0.133
H 3.55 0.34 -1.86 0.114
H 1.32 1.16 -2.37 0.130
H -0.11 2.71 -0.98 0.132
H -1.72 2.48 -1.68 0.136
H -1.44 3.64 0.70 0.125
H -1.20 2.00 1.27 0.117
H -3.68 3.28 0.05 0.127
H -3.51 2.50 1.61 0.121
H -4.83 1.07 0.20 0.132
H -3.70 1.21 -1.16 0.140
H -2.90 0.00 1.39 0.181
H -2.09 0.04 -0.10 0.119
H -4.21 -1.21 -0.91 0.158
H -5.42 -0.85 1.28 0.080
H -4.22 -1.87 2.08 0.095
H -5.29 -2.54 0.86 0.097
H -3.15 -3.40 -0.01 0.123
H -1.94 -2.38 0.75 0.114
H -1.16 -3.18 -1.45 0.087
H -1.38 -1.45 -1.56 0.055
H -2.59 -2.54 -2.24 0.085
H -0.18 -0.59 1.23 0.106
H 2.08 -1.44 1.74 0.126

No. 2
17
Properties=species:S:1:pos:R:3:lowdin_charge:R:1 method="wB97M-V/def2-TZVPD" fmax_ha_per_bohr=0.006 smiles="O[C@@H]1C=CCCC1" e_above_lowest_kj_mol=12.7 orbital_gap_ev=10.62
O 0.65 1.86 0.87 -0.041
C -0.54 1.24 0.38 -0.382
C -0.91 0.06 1.24 -0.056
C -0.40 -1.15 0.97 -0.095
C 0.47 -1.45 -0.22 -0.190
C 0.83 -0.22 -1.06 -0.198
C -0.35 0.76 -1.06 -0.152
H 1.14 1.18 1.33 0.088
H -1.31 2.03 0.43 0.139
H -1.56 0.22 2.10 0.106
H -0.65 -1.99 1.62 0.102
H -0.08 -2.16 -0.86 0.114
H 1.37 -1.99 0.11 0.111
H 1.71 0.29 -0.64 0.107
H 1.10 -0.51 -2.08 0.108
H -0.21 1.60 -1.75 0.115
H -1.27 0.23 -1.38 0.125

No. 3
41
Properties=species:S:1:pos:R:3:lowdin_charge:R:1 method="wB97M-V/def2-TZVPD" fmax_ha_per_bohr=0.017 smiles=OCCO.OCCO.CCO.CO.CO e_above_lowest_kj_mol=210.7 orbital_gap_ev=10.42
O 2.23 3.42 -1.91 -0.061
C 3.31 2.74 -2.53 -0.255
C 2.79 1.39 -2.93 -0.217
O 2.64 0.53 -1.79 -0.082
H 2.56 4.20 -1.46 0.093
H 3.69 3.28 -3.40 0.121
H 4.15 2.61 -1.84 0.119
H 3.48 0.90 -3.62 0.123
H 1.82 1.49 -3.43 0.125
H 2.11 1.05 -1.17 0.049
O -4.16 0.45 0.74 -0.084
C -5.36 -0.03 1.39 -0.229
C -5.27 0.37 2.83 -0.260
O -5.17 1.78 2.96 -0.060
H -4.02 -0.04 -0.07 0.073
H -6.23 0.44 0.92 0.119
H -5.43 -1.12 1.30 0.119
H -4.43 -0.12 3.33 0.120
H -6.19 0.07 3.34 0.122
H -4.49 2.06 2.33 0.077
C 4.29 1.36 1.53 -0.083
C 2.87 1.89 1.57 -0.328
O 1.99 1.06 2.31 -0.069
H 4.33 0.31 1.26 0.076
H 4.83 1.55 2.46 0.070
H 4.85 1.89 0.74 0.066
H 2.48 2.08 0.57 0.083
H 2.86 2.86 2.07 0.112
H 1.52 0.45 1.73 0.053
C -0.69 -1.14 -0.64 -0.125
O 0.49 -0.64 -0.04 -0.122
H -0.61 -2.22 -0.77 0.058
H -1.54 -0.97 0.02 0.071
H -0.91 -0.57 -1.55 0.086
H 1.18 -0.57 -0.71 0.044
C -1.04 -5.11 -0.90 -0.175
O -0.64 -6.36 -1.44 -0.121
H -2.07 -5.15 -0.55 0.078
H -0.38 -4.76 -0.09 0.075
H -0.98 -4.40 -1.72 0.068
H -0.87 -7.05 -0.81 0.071

No. 4
75
Properties=species:S:1:pos:R:3:mulliken_spin:R:1 method="wB97M-V/def2-TZVPD" multiplicity=6 fmax_ha_per_bohr=0.043 total_charge=-1 e_above_lowest_kj_mol=0.0 orbital_gap_ev="6.42 / 7.00"
Mn 1.48 0.32 0.76 4.691
O 4.64 2.63 -3.01 0.001
C 4.76 1.45 -2.21 0.009
C 4.70 1.79 -0.74 -0.025
C 5.95 2.62 -0.43 0.000
O 6.05 3.24 0.84 0.001
C 4.65 0.41 -0.03 0.019
Se 3.82 0.31 1.75 0.060
C 3.41 2.51 -0.44 0.024
Se 1.75 1.78 -1.31 0.097
H 3.70 2.76 -3.11 -0.002
H 5.67 1.02 -2.52 0.000
H 3.97 0.75 -2.45 -0.006
H 5.96 3.34 -1.23 0.000
H 6.78 1.96 -0.57 -0.001
H 5.26 2.97 1.36 -0.001
H 5.62 -0.01 0.09 0.005
H 4.03 -0.22 -0.67 -0.013
H 3.40 3.50 -0.89 0.005
H 3.22 2.62 0.64 0.013
C -2.11 -3.28 -0.04 0.003
C -3.17 -2.38 -0.57 0.002
C -4.10 -2.96 -1.43 0.000
C -5.18 -2.26 -1.90 0.002
C -5.40 -0.95 -1.50 -0.001
C -4.44 -0.33 -0.70 0.002
C -3.31 -1.02 -0.28 0.005
P -1.96 -0.02 0.54 -0.084
C -2.52 1.69 0.46 0.001
C -3.02 2.38 1.55 0.000
C -3.35 3.70 1.53 0.002
C -3.08 4.43 0.36 0.000
C -2.52 3.72 -0.72 0.005
C -2.23 2.35 -0.74 -0.013
C -1.89 1.64 -2.00 0.006
C -1.87 -0.55 2.27 0.008
C -2.64 -1.63 2.77 -0.004
C -2.37 -2.28 3.97 0.005
C -1.46 -1.68 4.79 0.000
C -0.70 -0.60 4.38 0.000
C -0.83 -0.05 3.07 -0.116
C 0.10 0.95 2.54 0.224
H -1.28 -3.45 -0.74 0.000
H -2.52 -4.25 0.18 0.000
H -1.71 -2.85 0.89 0.004
H -3.97 -4.01 -1.67 0.000
H -5.88 -2.69 -2.57 0.000
H -6.28 -0.41 -1.84 0.000
H -4.61 0.69 -0.34 0.000
H -3.24 1.79 2.39 0.001
H -3.80 4.17 2.45 0.000
H -3.23 5.51 0.25 0.000
H -2.31 4.25 -1.66 0.000
H -2.08 2.35 -2.81 -0.001
H -2.53 0.75 -2.04 0.000
H -0.85 1.26 -2.01 0.005
H -3.46 -2.02 2.14 0.000
H -2.95 -3.13 4.27 0.000
H -1.21 -2.13 5.77 0.000
H 0.02 -0.08 5.02 0.000
H 0.84 1.36 3.25 0.002
H -0.44 1.78 2.11 -0.034
C 3.07 -2.62 -1.97 0.013
As 1.57 -1.90 -0.85 0.073
C 0.18 -1.96 -2.25 0.017
C 1.49 -3.51 0.23 -0.005
H 2.76 -3.52 -2.52 -0.001
H 3.82 -2.95 -1.23 0.000
H 3.46 -1.87 -2.67 0.000
H 0.06 -2.93 -2.68 0.001
H 0.58 -1.23 -2.94 0.000
H -0.72 -1.54 -1.77 -0.004
H 1.55 -4.41 -0.34 0.000
H 0.59 -3.61 0.85 0.002
H 2.31 -3.43 0.91 0.002

No. 5
74
Properties=species:S:1:pos:R:3:mulliken_spin:R:1 method="wB97M-V/def2-TZVPD" multiplicity=5 fmax_ha_per_bohr=0.002 e_above_lowest_kj_mol=90.7 orbital_gap_ev="4.84 / 6.12"
Rh 0.09 0.05 0.00 0.542
C -4.68 -2.01 4.51 -0.031
C -3.97 -1.52 3.29 0.033
C -4.45 -1.94 2.00 0.427
C -3.74 -1.58 0.86 -0.072
C -2.62 -0.76 0.90 0.267
N -1.87 -0.45 -0.19 0.363
C -2.41 -0.54 -1.47 -0.144
C -3.66 0.03 -1.77 0.089
C -4.16 0.04 -3.05 -0.017
C -3.43 -0.50 -4.11 0.039
C -3.95 -0.43 -5.52 -0.002
C -2.20 -1.06 -3.83 -0.019
C -1.70 -1.10 -2.53 0.097
N -0.46 -1.77 -2.33 -0.007
C 0.00 -2.83 -3.03 0.002
C 1.29 -3.07 -2.62 -0.003
C 1.54 -2.10 -1.64 -0.005
N 0.48 -1.33 -1.47 0.025
C -2.18 -0.24 2.23 0.425
C -2.88 -0.71 3.39 0.151
N -1.46 0.94 2.35 -0.077
C -1.53 1.84 3.38 0.104
C -0.57 2.81 3.15 -0.012
C 0.05 2.44 1.96 0.068
N -0.48 1.31 1.49 0.093
H -5.73 -1.71 4.49 0.010
H -4.22 -1.63 5.42 0.003
H -4.66 -3.10 4.54 0.010
H -5.30 -2.60 1.94 0.062
H -4.02 -2.01 -0.09 -0.036
H -4.21 0.48 -0.95 -0.017
H -5.12 0.50 -3.24 0.001
H -5.04 -0.47 -5.55 0.001
H -3.57 -1.25 -6.13 0.001
H -3.64 0.50 -6.00 0.003
H -1.60 -1.46 -4.64 -0.001
H -0.62 -3.34 -3.74 0.000
H 1.95 -3.85 -2.96 0.000
H 2.43 -1.93 -1.05 -0.002
H -2.50 -0.44 4.37 0.043
H -2.28 1.74 4.14 0.028
H -0.37 3.67 3.75 0.002
H 0.86 2.90 1.43 0.039
C 2.47 1.43 -2.84 0.011
C 2.90 2.47 -1.80 0.041
C 1.71 3.31 -1.34 0.012
C 3.70 1.87 -0.66 0.172
C 5.02 2.24 -0.52 -0.139
C 5.82 1.71 0.49 0.220
C 5.29 0.80 1.39 -0.140
C 3.97 0.38 1.31 0.169
C 3.47 -0.60 2.35 0.039
C 2.39 0.00 3.26 0.050
C 2.99 -1.93 1.76 0.013
C 3.14 0.91 0.26 0.072
N 1.88 0.54 0.16 1.028
H 2.05 1.93 -3.71 0.000
H 1.71 0.76 -2.43 -0.001
H 3.32 0.83 -3.17 -0.005
H 3.60 3.15 -2.30 0.000
H 0.92 2.68 -0.93 -0.004
H 1.29 3.86 -2.19 0.000
H 2.01 4.04 -0.58 -0.001
H 5.44 2.95 -1.22 0.001
H 6.86 2.02 0.58 0.011
H 5.91 0.40 2.18 0.001
H 4.33 -0.82 2.98 -0.001
H 1.46 0.16 2.72 -0.023
H 2.72 0.96 3.68 -0.008
H 2.19 -0.68 4.09 0.000
H 2.04 -1.81 1.24 -0.001
H 2.83 -2.65 2.56 -0.001
H 3.73 -2.35 1.07 -0.002

No. 6
62
Properties=species:S:1:pos:R:3:lowdin_charge:R:1 method="wB97M-V/def2-TZVPD" fmax_ha_per_bohr=0.091 smiles="NCCC[C@@]1(P(=O)(O)O)C[C@H](CCCS)OC1=O.NC(N)=O.NC(N)=O.NC(N)=O" orbital_gap_ev=8.53
N 4.43 -3.64 0.41 -0.033
C 5.07 -2.51 -0.30 -0.270
C 4.11 -1.66 -1.26 -0.184
C 2.56 -1.69 -0.89 -0.143
C 1.90 -0.21 -0.74 -0.313
P 1.96 0.80 -2.36 0.679
O 1.26 2.15 -2.16 -0.328
O 1.18 0.00 -3.65 -0.173
O 3.55 1.13 -2.88 -0.178
C 0.34 -0.15 -0.27 -0.077
C 0.49 -0.68 1.23 -0.286
C -0.71 -0.51 2.26 -0.119
C -1.25 -1.97 2.71 -0.247
C -2.44 -2.44 1.71 -0.514
S -1.81 -3.17 0.11 0.654
O 1.78 -0.13 1.61 -0.004
C 2.48 0.56 0.57 -0.328
O 3.27 1.51 0.65 0.110
H 4.72 -4.56 0.06 0.065
H 4.52 -3.57 1.43 0.072
H 5.58 -1.80 0.45 0.120
H 5.93 -2.94 -0.93 0.113
H 4.45 -0.56 -1.18 0.105
H 4.25 -2.06 -2.33 0.110
H 2.28 -2.32 0.01 0.107
H 2.00 -2.17 -1.79 0.117
H 1.70 -0.82 -3.83 0.070
H 3.80 0.57 -3.65 0.077
H 0.10 0.96 -0.19 0.135
H -0.25 -0.75 -1.04 0.106
H 0.50 -1.83 1.07 0.103
H -0.25 -0.05 3.22 0.120
H -1.54 0.19 1.92 0.115
H -0.41 -2.75 2.78 0.111
H -1.73 -1.95 3.75 0.103
H -3.07 -1.49 1.54 0.071
H -3.08 -3.27 2.19 0.075
H -1.83 -2.22 -0.90 -0.142
N -2.07 1.09 5.84 0.153
C -3.06 0.62 5.04 -0.701
N -3.97 -0.16 5.67 0.150
O -3.13 0.88 3.85 0.020
H -2.00 0.89 6.82 0.094
H -1.37 1.68 5.40 0.108
H -4.72 -0.53 5.11 0.107
H -3.94 -0.39 6.65 0.093
N -5.13 -1.90 -2.01 0.160
C -4.34 -0.88 -1.58 -0.684
N -4.32 0.20 -2.39 0.158
O -3.71 -0.95 -0.54 -0.041
H -5.66 -1.87 -2.87 0.096
H -5.17 -2.73 -1.44 0.108
H -3.75 0.98 -2.10 0.111
H -4.83 0.27 -3.25 0.096
N 0.08 5.11 -3.66 0.156
C 0.31 6.45 -3.60 -0.708
N 1.53 6.79 -3.10 0.144
O -0.51 7.28 -3.96 0.006
H 0.75 4.42 -3.36 0.072
H -0.80 4.82 -4.03 0.104
H 1.74 7.77 -3.03 0.102
H 2.21 6.13 -2.79 0.095

No. 7
35
Properties=species:S:1:pos:R:3:lowdin_charge:R:1 method="wB97M-V/def2-TZVPD" fmax_ha_per_bohr=0.137 total_charge=+2 e_above_lowest_kj_mol=232.9 orbital_gap_ev=7.84
Mg 0.07 1.02 -2.36 -0.202
C 0.07 2.10 -0.64 0.007
O 0.07 2.66 0.35 0.223
C 0.07 2.92 -3.19 0.025
O 0.07 3.96 -3.67 0.262
C -1.89 1.13 -2.34 0.008
O -3.04 1.14 -2.33 0.253
C 2.04 1.14 -2.34 0.026
O 3.18 1.15 -2.34 0.256
C 0.07 -0.52 -3.94 -0.149
H 1.01 -1.11 -3.79 0.117
H -0.86 -1.11 -3.79 0.116
C 0.07 0.64 -4.58 -0.105
H -0.86 1.08 -5.01 0.130
H 1.00 1.08 -5.01 0.130
C 0.15 1.27 3.08 -0.079
C -1.02 0.43 2.63 -0.167
N -0.89 -0.05 1.18 0.032
C 0.05 -0.80 0.67 -0.726
S 0.03 -1.04 -1.09 0.774
N 0.97 -1.53 1.28 0.035
C 0.87 -2.13 2.68 -0.182
C -0.33 -3.04 2.80 -0.068
H 1.11 0.80 2.88 0.076
H 0.05 1.46 4.15 0.100
H 0.14 2.25 2.59 0.062
H -1.14 -0.48 3.25 0.105
H -1.95 1.00 2.75 0.134
H -1.66 0.38 0.59 0.154
H 1.76 -1.99 0.76 0.166
H 1.78 -2.70 2.89 0.131
H 0.87 -1.29 3.40 0.100
H -0.22 -3.88 2.13 0.093
H -0.39 -3.40 3.82 0.094
H -1.26 -2.53 2.55 0.070

No. 8
81
Properties=species:S:1:pos:R:3:mulliken_spin:R:1 method="wB97M-V/def2-TZVPD" multiplicity=6 fmax_ha_per_bohr=0.071 total_charge=+1 e_above_lowest_kj_mol=0.0 orbital_gap_ev="7.33 / 7.39"
Sm 11.55 10.95 11.75 5.126
C 13.66 9.59 15.88 0.000
C 13.17 10.15 14.57 0.001
N 11.89 10.18 14.23 0.002
O 11.17 9.70 15.32 0.000
C 14.11 10.77 13.67 0.011
C 15.34 11.52 14.10 -0.002
N 13.79 10.73 12.37 -0.020
O 13.98 11.79 11.53 -0.020
H 13.05 8.73 16.22 0.000
H 13.68 10.36 16.70 0.000
H 14.68 9.22 15.73 0.000
H 10.24 9.91 15.17 0.000
H 15.17 12.16 14.98 0.000
H 15.68 12.14 13.26 0.000
H 16.16 10.83 14.38 0.001
C 11.85 11.16 7.12 -0.001
C 10.54 11.15 6.63 0.000
C 9.46 11.05 7.50 0.000
C 9.70 10.95 8.89 -0.024
N 11.00 10.99 9.34 -0.018
C 12.04 11.10 8.49 -0.001
C 8.67 10.93 9.93 0.006
C 7.33 11.03 9.52 -0.001
C 6.33 11.10 10.48 0.002
C 6.63 11.15 11.85 -0.003
C 7.94 11.06 12.23 0.015
C 8.98 10.97 11.31 -0.057
H 12.72 11.22 6.48 0.000
H 10.36 11.21 5.55 0.000
H 8.44 11.02 7.11 0.000
H 13.02 11.11 8.95 -0.001
H 7.08 10.99 8.45 0.000
H 5.28 11.08 10.19 0.000
H 5.86 11.29 12.57 0.000
H 8.23 11.05 13.27 -0.002
C 14.64 16.52 14.68 0.000
C 15.09 15.77 13.57 0.000
C 14.24 14.97 12.83 -0.001
C 12.88 14.96 13.15 -0.001
C 12.42 15.64 14.26 -0.001
C 13.28 16.44 15.01 0.000
As 11.67 13.95 12.00 -0.005
C 11.89 14.95 10.37 0.000
C 12.91 14.80 9.42 0.003
C 12.91 15.64 8.33 0.000
C 11.91 16.61 8.14 0.000
C 10.87 16.72 9.05 0.000
C 10.80 15.84 10.17 0.000
C 9.74 15.79 11.22 -0.001
C 8.53 16.56 11.29 0.000
C 7.65 16.31 12.34 0.000
C 7.89 15.29 13.29 0.001
C 9.05 14.54 13.23 0.000
C 9.99 14.85 12.23 -0.001
H 15.31 17.14 15.26 0.000
H 16.13 15.80 13.30 0.000
H 14.60 14.41 11.96 0.000
H 11.35 15.64 14.46 0.000
H 12.88 16.98 15.86 0.000
H 13.67 14.07 9.58 0.000
H 13.70 15.54 7.61 0.000
H 11.92 17.24 7.25 0.000
H 10.05 17.41 8.90 0.000
H 8.30 17.33 10.54 0.000
H 6.75 16.88 12.43 0.000
H 7.17 15.10 14.05 0.000
H 9.24 13.76 13.94 0.000
C 12.28 6.76 11.90 -0.001
P 10.95 7.94 11.63 -0.006
C 10.20 7.35 10.05 0.000
C 9.66 7.47 12.84 0.000
H 11.94 5.74 11.77 0.000
H 12.64 6.84 12.93 0.000
H 13.09 6.94 11.21 0.000
H 10.01 6.27 10.03 0.000
H 10.98 7.56 9.30 0.000
H 9.29 7.92 9.84 0.000
H 9.34 6.42 12.70 0.000
H 8.79 8.14 12.73 0.000
H 10.09 7.58 13.84 0.000

No. 9
18
Properties=species:S:1:pos:R:3:lowdin_charge:R:1 method="wB97M-V/def2-TZVPD" fmax_ha_per_bohr=0.119 e_above_lowest_kj_mol=910.1 orbital_gap_ev=9.11
C -1.45 1.25 0.35 -0.091
C -0.54 0.11 -0.07 -0.427
C 0.85 0.42 -0.77 -0.225
C 1.85 0.85 0.22 -0.127
C 1.97 -0.44 -0.36 -0.262
H -1.01 1.92 1.51 0.160
H -1.21 2.17 -0.84 0.192
H -2.66 0.49 0.41 0.146
H -2.54 -2.27 0.07 0.107
H -2.38 -0.82 0.83 0.109
H 0.54 1.13 -1.61 0.145
H 2.64 1.66 0.11 0.139
H 1.46 0.53 1.27 0.152
H 2.71 -0.51 -1.12 0.120
H 1.03 -2.32 0.24 0.104
N -0.96 -1.06 -0.49 -0.042
N -2.24 -1.29 -0.19 -0.085
O 1.93 -1.83 0.45 -0.114

No. 10
15
Properties=species:S:1:pos:R:3:lowdin_charge:R:1 method="wB97M-V/def2-TZVPD" fmax_ha_per_bohr=0.094 e_above_lowest_kj_mol=296.9 orbital_gap_ev=9.36
C -0.89 0.64 -0.29 -0.104
C 0.38 0.30 -0.52 -0.371
C -0.88 0.02 -2.52 -0.014
C -1.03 -3.01 -2.42 -0.453
C 1.61 0.57 0.33 -0.022
N 0.51 -0.01 -1.83 -0.525
N -1.55 0.53 -1.45 -0.050
O -1.94 -2.77 -1.75 0.180
O -0.09 -3.20 -3.05 0.184
Cl 1.91 -0.42 -2.64 0.739
H -1.51 0.82 0.61 0.135
H 2.40 0.26 -0.49 0.053
H 1.76 1.53 0.65 0.043
H 1.78 -0.03 1.20 0.063
H -2.56 0.52 -1.55 0.141